1.
A structure of composition C35H34AuN2O3PS in a non-equilibrium geometry, computed with the ωB97M-V functional and the def2-TZVPD basis.

## Properties
- maximum force (eV/Å) = 2.1
- gap between HOMO and LUMO (alpha / beta) (eV) = 6.879 / 5.349
- ⟨S²⟩ = 2.021

Structure (ORCA input):
```
! wB97M-V def2-TZVPD RIJCOSX def2/J DEFGRID3
* xyz 0 3
Au -1.23608 -0.60075 0.99398
C 5.56932 -1.76665 -0.20922
C 4.63242 -2.70535 0.19568
C 3.33392 -2.31925 0.48098
C 2.96602 -0.98615 0.34498
C 3.90512 -0.04905 -0.07472
C 5.20472 -0.43875 -0.34222
P 1.25582 -0.44645 0.73358
C 1.18022 1.11125 -0.19422
C 1.00392 1.06995 -1.57532
C 0.91242 2.24045 -2.30382
C 0.99592 3.46725 -1.66662
C 1.18752 3.51425 -0.29672
C 1.27812 2.34575 0.43958
C 1.54292 -0.02655 2.52228
C 2.77322 0.37765 2.98898
C 3.04702 0.41975 4.36278
C 2.11252 0.00255 5.26808
C 0.83272 -0.40665 4.84398
C -0.14538 -0.83165 5.76518
C -1.39478 -1.17935 5.34168
C -1.71008 -1.12735 3.97008
C -0.77208 -0.75945 3.05048
C 0.52782 -0.39115 3.44888
H 6.57942 -2.06965 -0.44352
H 4.91792 -3.74435 0.27358
H 2.59222 -3.05195 0.76908
H 3.62262 0.98705 -0.20172
H 5.92612 0.29845 -0.66752
H 0.93282 0.11425 -2.06652
H 0.77432 2.19915 -3.37522
H 0.90562 4.38225 -2.23632
H 1.26322 4.46955 0.20288
H 1.43092 2.39705 1.50778
H 3.55032 0.67295 2.29808
H 4.01892 0.76115 4.69168
H 2.34092 -0.01365 6.32448
H 0.11222 -0.87255 6.81568
H -2.14888 -1.49235 6.05178
H -2.71078 -1.39695 3.65868
C -2.28838 1.12485 -1.94092
C -2.15908 1.97715 -0.73382
C -2.35398 3.36455 -0.67132
C -2.13778 3.73485 0.64588
C -1.82728 2.55925 1.34228
C -1.55168 2.44385 2.79228
N -1.83608 1.50775 0.49078
H -1.69668 1.55025 -2.74912
H -3.32698 1.09465 -2.27432
H -1.94378 0.11375 -1.74082
H -2.60738 3.99445 -1.50282
H -2.19338 4.71865 1.07368
H -1.72388 3.40255 3.27408
H -0.51748 2.14725 2.96038
H -2.18948 1.69465 3.25868
C -2.86838 -0.99385 -6.22432
C -2.20638 -1.50905 -4.98342
C -2.95978 -1.93695 -3.89782
C -2.33518 -2.38425 -2.74542
C -0.95878 -2.38965 -2.67222
C -0.19238 -1.99755 -3.75142
C -0.81678 -1.56015 -4.90522
S -0.14628 -2.81735 -1.13472
O 0.87542 -1.74315 -0.99592
O 0.41652 -4.12785 -1.26592
O -1.17068 -2.70265 -0.08462
H -3.94348 -1.15235 -6.18832
H -2.46928 -1.49995 -7.10122
H -2.67558 0.07355 -6.33572
H -4.03948 -1.90945 -3.96062
H -2.89668 -2.72715 -1.89122
H 0.88242 -2.03045 -3.67042
H -0.22728 -1.24655 -5.75532
N -3.54128 -1.14255 0.48108
H -3.57258 -2.12295 0.72258
H -3.65218 -1.04315 -0.51792
H -4.25958 -0.61985 0.96218
*
```

Here are the natural (NBO) charges for atoms 1 to 2, given in e: atom 1 (Au): 0.979, atom 2 (C): -0.211

***

2.
A structure of composition C35H34ClHfN4O3S4, computed with the ωB97M-V functional and the def2-TZVPD basis.

## Properties
- maximum force (eV/Å) = 0.7
- gap between HOMO and LUMO (eV) = 5.461
- relative energy (zero: lowest compared OMol25 entry of this formula, charge and spin) (kJ/mol) = 406.3

Structure (ORCA input):
```
! wB97M-V def2-TZVPD RIJCOSX def2/J DEFGRID3
* xyz 3 1
Hf -0.46914 2.39474 1.37775
C 0.29572 -1.47207 1.50098
C 2.04031 -0.53952 -0.47715
S 3.47111 0.51364 -0.33308
C 2.84440 2.07497 -1.03737
C 3.10008 3.27879 -0.12372
S 1.56026 4.06091 0.45827
C 2.19096 5.00497 1.89713
C 1.24336 5.00001 3.08405
S 0.91839 3.27331 3.52277
C -0.42355 3.31146 4.74144
C -0.96981 1.89638 4.81061
S -1.69530 1.36146 3.21880
H 0.29824 -1.13567 2.53250
H -0.73108 -1.75101 1.29198
H 1.64031 -0.41610 -1.48242
H 2.42825 -1.55076 -0.44139
H 1.78226 1.95361 -1.26236
H 3.33868 2.23661 -1.99439
H 3.65288 4.05196 -0.65506
H 3.68072 2.98948 0.75149
H 2.39057 6.02653 1.57652
H 3.14132 4.54634 2.17166
H 0.30090 5.49576 2.86437
H 1.72889 5.50541 3.91934
H -1.18132 4.01502 4.39517
H -0.02755 3.63456 5.70422
H -1.76963 1.84872 5.54831
H -0.19948 1.18864 5.11824
C 0.45469 -9.29476 -5.99405
O 1.21659 -9.08309 -4.78212
C 1.06449 -7.99302 -4.08193
C 1.86981 -7.91436 -2.91271
C 1.78813 -6.82768 -2.10582
C 0.90109 -5.75670 -2.41609
C 0.11507 -5.84889 -3.59400
C 0.18531 -6.93959 -4.41422
C 0.77075 -4.64295 -1.59140
N -0.08239 -3.56915 -1.87206
C -0.05305 -2.75387 -0.87433
C 0.91097 -3.26471 0.17783
N 1.42245 -4.40302 -0.42957
C 1.23525 -2.56873 1.28362
C 2.49023 -2.25282 1.97848
C 2.78768 -0.97542 2.34448
C 2.10181 0.36729 2.22567
N 1.13343 0.74413 1.44450
C 0.79036 -0.34444 0.55723
C -0.33577 -0.20706 -0.39815
N -0.82930 1.00151 -0.61441
C -1.79977 1.10978 -1.56076
C -2.23538 0.01923 -2.27405
C -1.70523 -1.24912 -2.01849
C -0.73131 -1.40329 -1.04536
H 0.78102 -10.26350 -6.35414
H 0.69872 -8.51758 -6.71620
H -0.60729 -9.31375 -5.75602
H 2.53110 -8.74296 -2.70320
H 2.41126 -6.79487 -1.22112
H -0.55060 -5.03335 -3.83732
H -0.42325 -6.99168 -5.30399
H 2.04234 -5.05862 0.01954
H 3.25293 -3.00150 2.15278
H 3.74842 -0.83800 2.82742
H 2.49428 1.10044 2.92268
H -2.21694 2.09404 -1.70741
H -2.99846 0.14615 -3.02742
H -2.05457 -2.10275 -2.58337
Cl -6.80347 7.90060 0.58889
C -5.49490 6.80356 0.69881
C -5.63211 5.52518 0.15736
C -4.57902 4.64311 0.24761
C -3.39149 5.03553 0.87982
C -3.26971 6.32357 1.42134
C -4.31800 7.21074 1.32907
C -2.30271 4.10687 0.98976
O -1.21223 4.36933 1.63347
O -2.32143 2.92830 0.46996
H -6.55985 5.24595 -0.31961
H -4.67197 3.64579 -0.15853
H -2.35108 6.62264 1.90552
H -4.24763 8.20938 1.73335
*
```

Here are the Löwdin charges for atoms 1 to 2, given in e: atom 1 (Hf): 1.290, atom 2 (C): -0.076